# 1
C2HFOTl as an isolated structure, computed with wB97M-V/def2-TZVPD.

The geometry in XYZ format:
```
6
Properties=species:S:1:pos:R:3:forces:R:3
H -0.510340 -1.891481 0.142099 -0.53 0.82 -0.77
O 1.283355 0.258290 -0.137751 -1.17 0.48 -1.18
C 0.140096 -0.009755 -0.243765 0.16 -2.63 0.70
C -0.854150 -0.865521 -0.150169 -0.51 0.63 1.44
Tl 3.141045 1.363772 0.401188 1.93 1.12 0.54
F -2.085945 -0.467245 0.196741 0.12 -0.43 -0.72
```
Positions in Å, forces in eV/Å.

The value obtained for the LUMO energy is -5.621 eV. For the energy above the lowest of the compared OMol25 structures with the same formula, charge and spin, the calculation gives 0.0 kJ/mol. The net charge is +1. For the energy, the calculation gives -424.04871 Eh.


# 2
C2HGaO2 as an isolated structure, computed with wB97M-V/def2-TZVPD.

The geometry in XYZ format:
```
6
Properties=species:S:1:pos:R:3:forces:R:3
O 0.999568 0.453162 0.072751 3.89 -9.80 -1.25
O -1.681670 0.338522 0.090841 1.45 2.00 0.25
C 1.188806 -0.710440 -0.093296 1.03 7.29 0.75
C -2.387733 -0.545082 -0.021661 -2.63 -2.63 -0.33
H 2.167066 -1.192230 -0.318262 0.72 -2.52 -0.37
Ga -0.286038 1.656070 0.269627 -4.46 5.65 0.94
```
Positions in Å, forces in eV/Å.

The spin multiplicity is 2. The value obtained for the LUMO energy (spin up / spin down) is -22.191 / -21.717 eV. The net charge is +3. For the energy, the calculation gives -2150.33063 Eh. The expectation value of S² is 0.754.


# 3
C2HIN2O as an isolated structure, computed with wB97M-V/def2-TZVPD.

The geometry in XYZ format:
```
7
Properties=species:S:1:pos:R:3:forces:R:3
C -1.516281 -0.395770 0.133786 5.06 -1.11 2.29
C -1.331951 2.709822 -0.495611 -0.15 0.51 1.53
N -2.403067 -0.252791 -0.629184 -1.76 0.38 -2.73
N -0.455163 -0.407759 0.731068 -0.68 0.82 -0.04
O -1.464902 3.016612 0.592376 0.17 -0.45 -1.53
I -4.213152 -0.060367 0.023593 -2.19 0.20 0.56
H 0.202448 -1.115474 0.999129 -0.45 -0.35 -0.07
```
Positions in Å, forces in eV/Å.

The value obtained for the LUMO energy is -0.202 eV. For the energy above the lowest of the compared OMol25 structures with the same formula, charge and spin, the calculation gives 0.0 kJ/mol. For the energy, the calculation gives -559.19608 Eh.


# 4
An isolated molecule of C2HIN2O2, computed with wB97M-V/def2-TZVPD.

The geometry in XYZ format:
```
8
Properties=species:S:1:pos:R:3:forces:R:3
C -0.431494 0.421818 0.013210 0.13 -0.30 0.56
C -1.439539 1.314987 0.120172 1.33 -1.00 0.03
N 0.512728 -0.299501 -0.234076 -0.25 0.42 -1.19
N 1.792652 -1.391125 -0.059870 -2.45 1.37 0.55
O 1.383363 -2.478604 -0.156629 0.30 -0.48 0.02
O 2.814839 -0.841219 -0.023320 0.57 0.09 0.05
I -3.482288 0.928294 0.088323 0.44 -0.14 -0.02
H -1.150260 2.345348 0.252190 -0.08 0.03 0.00
```
Positions in Å, forces in eV/Å.

The value obtained for the LUMO energy is -0.884 eV. For the energy above the lowest of the compared OMol25 structures with the same formula, charge and spin, the calculation gives 426.5 kJ/mol. For the energy, the calculation gives -634.26057 Eh. As for the SMILES: O=[N+]([O-])N=C=CI.


# 5
C2HIrO2 as an isolated structure, computed with wB97M-V/def2-TZVPD.

The geometry in XYZ format:
```
6
Properties=species:S:1:pos:R:3:forces:R:3
C 0.389892 -1.713182 0.243523 -0.51 2.30 -1.15
C 0.056025 -1.713626 1.437109 0.18 -1.08 0.49
H -0.116539 -2.079254 2.432932 0.05 0.07 -0.10
O -0.795915 1.595227 -0.333418 0.67 -0.62 -1.35
Ir 0.026625 0.476132 -1.545206 -2.72 7.64 -1.46
O 0.459028 -1.074717 -0.850907 2.33 -8.31 3.56
```
Positions in Å, forces in eV/Å.

The spin multiplicity is 6. The value obtained for the LUMO energy (spin up / spin down) is -5.748 / -8.574 eV. The net charge is +1. For the energy, the calculation gives -330.96190 Eh. The expectation value of S² is 8.805.


# 6
C2HLaO2 as an isolated structure, computed with wB97M-V/def2-TZVPD.

The geometry in XYZ format:
```
6
Properties=species:S:1:pos:R:3:forces:R:3
O 1.379197 1.058539 -1.569237 -2.92 -4.36 4.88
C 1.072095 0.274099 -0.684138 4.00 3.17 -3.64
C -0.874294 -0.023027 0.058966 -0.73 -0.72 2.04
O -1.044877 -0.318269 1.294439 0.96 0.17 -1.88
H -1.631014 0.682327 -0.360576 0.19 -0.22 0.14
La 1.098893 -1.673669 1.260546 -1.51 1.96 -1.54
```
Positions in Å, forces in eV/Å.

The spin multiplicity is 2. The value obtained for the LUMO energy (spin up / spin down) is -5.456 / -5.484 eV. For the energy above the lowest of the compared OMol25 structures with the same formula, charge and spin, the calculation gives 124.9 kJ/mol. The net charge is +1. For the energy, the calculation gives -258.46040 Eh. The expectation value of S² is 0.754.


# 7
C2HLiNaO2 as an isolated structure, computed with wB97M-V/def2-TZVPD.

The geometry in XYZ format:
```
7
Properties=species:S:1:pos:R:3:forces:R:3
O -1.844476 0.498397 -1.397399 0.08 0.06 0.01
C -2.603481 -0.219289 -1.830383 0.00 0.04 0.02
Li -0.192003 1.561709 -0.562883 0.60 -0.23 0.36
C 1.242356 0.603933 0.841167 -1.29 0.24 0.35
O 0.829198 -0.583166 0.872562 0.23 -0.68 -0.53
Na 0.843591 -2.711784 0.243655 0.08 0.49 0.30
H 1.724817 0.850203 1.833278 0.30 0.08 -0.51
```
Positions in Å, forces in eV/Å.

The value obtained for the LUMO energy is -4.273 eV. For the energy above the lowest of the compared OMol25 structures with the same formula, charge and spin, the calculation gives 0.0 kJ/mol. The net charge is +1. For the energy, the calculation gives -396.87894 Eh.


# 8
A 2-piece molecular cluster, C2HN2O2 overall, computed with wB97M-V/def2-TZVPD.

The geometry in XYZ format:
```
7
Properties=species:S:1:pos:R:3:forces:R:3
C 2.158678 -0.944307 -0.370640 0.81 1.53 2.03
C -1.660121 0.872413 0.381036 0.80 1.18 0.01
N -2.365885 0.545067 -0.645374 -1.61 1.87 -0.94
N -1.344393 -0.363810 0.235056 1.83 -1.68 1.68
O 2.210353 0.167490 0.076471 -0.37 -3.29 -1.89
O 2.294646 -2.079378 -0.654054 -0.60 1.86 -0.09
H -1.293278 1.802525 0.977507 -0.85 -1.47 -0.81
```
Positions in Å, forces in eV/Å.

The value obtained for the LUMO energy is 3.277 eV. For the energy above the lowest of the compared OMol25 structures with the same formula, charge and spin, the calculation gives 385.3 kJ/mol. The net charge is -1. For the energy, the calculation gives -336.70638 Eh.


# 9
A 2-piece molecular cluster, C2HN2O2S overall, computed with wB97M-V/def2-TZVPD.

The geometry in XYZ format:
```
8
Properties=species:S:1:pos:R:3:forces:R:3
C 0.628461 0.516251 0.730477 0.33 2.69 -0.67
C -0.008813 -0.772573 0.401859 0.77 -1.71 1.34
N -0.850337 -0.994852 -0.501694 0.06 1.96 -2.62
N -0.541851 0.429564 -1.788421 -3.18 -0.88 0.71
O -1.579579 0.884593 -2.118920 2.33 -0.82 0.60
O 0.559545 1.535902 0.014972 0.47 -2.14 2.12
S 0.642225 -1.977627 1.510631 -0.43 0.01 -0.17
H 1.150350 0.378741 1.751097 -0.35 0.89 -1.32
```
Positions in Å, forces in eV/Å.

The value obtained for the LUMO energy (spin up / spin down) is 3.804 / 3.807 eV. For the energy above the lowest of the compared OMol25 structures with the same formula, charge and spin, the calculation gives 82.9 kJ/mol. The net charge is -1. For the energy, the calculation gives -734.89981 Eh.


# 10
A 2-piece molecular cluster, C2HN2O2S overall, computed with wB97M-V/def2-TZVPD.

The geometry in XYZ format:
```
8
Properties=species:S:1:pos:R:3:forces:R:3
C 0.201745 0.244911 0.185588 -3.11 2.40 -0.54
C 0.861459 -0.797734 -0.246137 1.14 -2.55 -0.53
N 3.270061 0.786989 -1.000943 -1.13 -0.45 -2.60
N 3.604393 1.097476 -0.005062 0.13 -0.46 -0.46
O 4.065391 1.350008 1.019413 0.97 0.98 3.03
O 0.625735 1.318412 0.696392 -0.08 -0.02 0.22
S 1.499366 -2.264605 -0.044747 -0.16 0.23 -0.09
H -0.981428 0.201640 -0.250503 2.22 -0.13 0.97
```
Positions in Å, forces in eV/Å.

The value obtained for the LUMO energy is 3.700 eV. For the energy above the lowest of the compared OMol25 structures with the same formula, charge and spin, the calculation gives 87.1 kJ/mol. The net charge is -1. For the energy, the calculation gives -734.89821 Eh.


Ordered F_max results: 0.0530 0.2065 0.1102 0.0557 0.1816 0.1392 0.0264 0.0741 0.0656 0.0770; unit Eh/bohr.